(1)
222
Properties=species:S:1:pos:R:3 method="wB97M-V/def2-TZVPD" relative_energy_kcal_mol=67.9 e_homo_ev=-7.97 homo_lumo_gap_ev=8.035 smiles="CN(C)P(=O)(N(C)C)N(C)C.CN(C)P(=O)(N(C)C)N(C)C.CN(C)P(=O)(N(C)C)N(C)C.CN(C)P(=O)(N(C)C)N(C)C.CN(C)P(=O)(N(C)C)N(C)C.CN(C)P(=O)(N(C)C)N(C)C.C[C@H]1COC(=O)O1.C[C@H]1COC(=O)O1.CCN(CC)CC"
C -15.38215 21.97945 -8.95627
C -15.54628 23.24685 -9.82492
N -15.28794 22.91560 -11.21375
C -14.44059 23.94414 -11.93425
C -13.86700 23.36859 -13.28016
C -16.48833 22.46402 -11.91500
C -17.52140 23.55115 -12.32040
H -16.13481 21.24853 -9.25186
H -15.36597 22.10805 -7.87400
H -14.42192 21.53644 -9.22045
H -16.49009 23.77561 -9.69180
H -14.81301 23.94361 -9.41881
H -14.87645 24.93777 -12.03833
H -13.69808 24.20729 -11.18092
H -13.30955 22.47617 -12.99566
H -14.55526 23.30602 -14.12305
H -13.06449 24.04697 -13.56978
H -16.91490 21.73290 -11.22826
H -16.23500 21.85626 -12.78365
H -17.99879 23.95169 -11.42610
H -18.37192 23.06519 -12.79849
H -17.08253 24.41199 -12.82480
O -16.66611 12.41407 -8.19221
P -17.38256 13.61169 -8.72259
N -19.08204 13.45800 -8.97353
C -19.91621 14.60929 -9.31329
C -19.80210 12.35492 -8.40307
N -16.82119 14.08075 -10.31605
C -16.02474 13.19446 -11.07878
C -17.26910 15.24626 -11.06499
N -17.25892 14.93117 -7.70636
C -15.97162 15.73713 -7.71105
C -17.99277 15.01526 -6.43982
H -20.49862 14.38245 -10.20629
H -19.33319 15.49895 -9.55141
H -20.66245 14.86776 -8.56203
H -19.16654 11.47894 -8.53279
H -20.82179 12.24795 -8.77308
H -19.89074 12.53649 -7.33196
H -15.20259 12.86397 -10.44401
H -16.63316 12.30093 -11.21856
H -15.57065 13.59364 -11.98574
H -18.24550 15.09574 -11.52554
H -17.47350 16.08909 -10.40471
H -16.55051 15.69871 -11.74839
H -15.48604 15.81571 -6.73835
H -15.21168 15.32663 -8.37593
H -16.09527 16.78787 -7.97330
H -18.98262 15.44615 -6.59028
H -17.44268 15.57781 -5.68548
H -18.13833 13.99208 -6.09336
O -24.50728 22.93401 -6.22597
P -24.93849 21.49388 -6.23984
N -23.75879 20.39889 -5.58254
C -24.08886 19.01277 -5.48621
C -22.29978 20.84388 -5.42756
N -25.26220 20.85177 -7.75225
C -24.89175 21.55941 -8.91783
C -25.93340 19.53454 -8.02358
N -26.38995 21.03009 -5.35220
C -27.69760 21.47571 -5.91489
C -26.27559 21.19177 -3.89563
H -25.10995 18.87160 -5.13188
H -23.47512 18.44820 -4.78429
H -24.07316 18.57599 -6.48475
H -21.95559 21.13072 -6.42122
H -21.75167 19.97913 -5.05355
H -22.24126 21.67898 -4.72951
H -25.75482 21.86849 -9.50747
H -24.37336 22.47284 -8.62622
H -24.14658 21.04381 -9.52362
H -25.19369 18.83905 -8.42012
H -26.38851 19.14006 -7.11509
H -26.75012 19.63380 -8.73858
H -28.57865 21.11967 -5.38096
H -27.81567 22.55820 -5.96340
H -27.77459 21.17591 -6.96002
H -25.45277 20.57720 -3.53044
H -27.18498 20.94580 -3.34735
H -25.90836 22.18329 -3.63078
O -25.42337 12.67926 -4.71710
P -24.20982 13.19786 -5.44600
N -24.39648 14.25476 -6.81392
C -23.25729 14.50915 -7.80943
C -25.25870 15.39834 -6.67877
N -23.18540 11.95057 -6.08109
C -23.72292 11.11532 -7.17019
C -22.16101 11.33623 -5.14987
N -23.18408 14.17670 -4.37942
C -21.95273 14.82339 -4.84482
C -23.60611 14.81124 -3.11383
H -22.51138 15.09642 -7.27385
H -23.59143 15.12916 -8.64131
H -22.73744 13.63805 -8.20825
H -24.64598 16.15311 -6.18581
H -26.08127 15.22437 -5.98508
H -25.53072 15.91640 -7.59840
H -22.94950 10.65797 -7.78725
H -24.27177 10.25092 -6.79644
H -24.42138 11.64974 -7.81411
H -22.03717 11.94952 -4.25732
H -22.41780 10.31283 -4.87637
H -21.22436 11.29466 -5.70580
H -21.63109 14.23980 -5.70742
H -22.15954 15.85422 -5.13245
H -21.16673 14.68049 -4.10328
H -22.77587 15.12570 -2.48145
H -24.14671 14.06018 -2.53784
H -24.15803 15.74326 -3.23555
O -13.94384 15.91369 -13.59867
P -13.55733 17.17835 -12.89323
N -12.87218 16.97570 -11.35094
C -13.71527 16.39356 -10.27675
C -11.51177 16.45920 -11.23802
N -14.86551 18.19742 -12.45978
C -14.79822 19.36741 -11.57518
C -16.11869 18.13362 -13.26262
N -12.47407 18.16580 -13.79316
C -12.17500 19.54623 -13.51498
C -12.02834 17.72015 -15.06228
H -13.22238 16.37678 -9.30470
H -14.09863 15.43663 -10.63088
H -14.61566 16.98844 -10.12344
H -10.87840 17.17193 -11.76620
H -11.33654 15.44927 -11.60873
H -11.21427 16.50592 -10.19045
H -14.01645 19.17166 -10.84127
H -14.60274 20.28613 -12.12822
H -15.64972 19.61010 -10.93947
H -16.23288 19.09335 -13.76658
H -16.08663 17.38340 -14.05272
H -16.93437 17.87322 -12.58810
H -12.11334 19.69686 -12.43720
H -11.27959 19.89782 -14.02755
H -12.97016 20.17457 -13.91621
H -12.84814 17.24322 -15.59946
H -11.32877 16.90680 -14.86950
H -11.59624 18.50702 -15.68054
O -18.49781 20.09335 -14.29695
P -19.31751 20.62859 -15.38686
N -20.84389 21.32445 -14.96710
C -21.86179 21.72673 -15.93650
C -20.80981 22.17456 -13.77879
N -19.65947 19.40808 -16.51907
C -18.50536 18.83206 -17.24815
C -20.59426 18.39344 -16.10183
N -18.58747 21.83160 -16.36885
C -17.38155 22.56558 -15.95812
C -19.08359 22.30385 -17.71936
H -21.56331 22.73097 -16.23736
H -22.83836 21.55886 -15.48237
H -21.77325 21.15268 -16.85885
H -20.35894 23.11922 -14.08279
H -20.16849 21.67631 -13.05176
H -21.82595 22.22689 -13.38788
H -17.95766 19.59375 -17.80307
H -17.81498 18.36104 -16.54843
H -18.86383 18.02414 -17.88601
H -20.25986 17.90353 -15.18735
H -21.58165 18.84640 -16.01254
H -20.85193 17.62485 -16.83051
H -16.90239 22.96561 -16.85170
H -17.59624 23.44975 -15.35792
H -16.66324 21.91042 -15.46528
H -19.51148 23.30164 -17.62215
H -19.77516 21.54248 -18.08009
H -18.32527 22.31866 -18.50220
O -23.02861 16.72455 -15.01234
P -23.17979 16.72150 -13.52250
N -23.36676 15.13322 -12.88287
C -23.84583 14.11107 -13.77528
C -23.24811 14.85426 -11.52641
N -24.57332 17.58227 -13.04163
C -24.70285 17.93960 -11.57465
C -25.76841 17.74796 -13.77801
N -21.90430 17.38457 -12.61562
C -21.59556 18.79062 -12.68575
C -20.62727 16.68417 -12.55986
H -23.60271 13.13477 -13.35596
H -23.23479 14.12522 -14.67780
H -24.92624 14.20872 -13.88155
H -23.03212 15.72967 -10.91397
H -22.31793 14.32797 -11.31222
H -24.03344 14.28658 -11.02732
H -23.76063 17.88418 -11.02943
H -25.15216 18.93138 -11.52381
H -25.44690 17.24242 -11.18942
H -26.29092 18.62148 -13.38804
H -25.60618 18.06576 -14.80795
H -26.44959 16.90699 -13.64813
H -22.51353 19.37827 -12.67510
H -21.10414 19.09856 -11.76283
H -20.98535 18.96370 -13.57220
H -19.90665 17.16616 -13.22053
H -20.71575 15.64397 -12.87326
H -20.27032 16.69942 -11.53007
C -16.81469 17.28203 -2.24330
C -18.27165 17.78780 -2.50331
C -18.61901 19.24899 -2.64351
O -19.24852 19.34464 -3.88486
C -19.17441 18.18198 -4.55549
O -19.54703 18.04469 -5.68933
O -18.64933 17.20458 -3.75720
H -16.63148 16.20756 -2.23718
H -16.38307 17.63328 -1.30605
H -16.22913 17.83720 -2.97609
H -18.88662 17.28139 -1.75936
H -17.70677 19.84506 -2.61866
H -19.28717 19.63812 -1.87523
C -18.56791 19.19483 -10.25459
C -19.39177 19.03983 -8.95429
C -20.29069 20.23900 -8.53956
O -21.53423 19.59475 -8.37969
C -21.50734 18.28318 -8.71317
O -22.49604 17.53381 -8.57831
O -20.29387 18.03222 -9.21946
H -17.58801 19.65437 -10.12526
H -19.10417 19.86299 -10.92845
H -18.41531 18.25549 -10.78606
H -18.85723 18.74150 -8.05242
H -20.27178 20.96689 -9.35068
H -19.98914 20.77392 -7.63899

(2)
82
Properties=species:S:1:pos:R:3 method="wB97M-V/def2-TZVPD" e_homo_ev=-9.47 homo_lumo_gap_ev=8.496 smiles="C=CC(=O)OCCCCCCB(Br)NCCC.C[N+](=O)[O-].C[N+](=O)[O-].C[N+](=O)[O-].C[N+](=O)[O-].C[N+](=O)[O-].C[N+](=O)[O-]"
C 5.07521 -3.72149 -1.18394
C 4.06187 -2.60742 -1.28327
C 3.46416 -2.14768 -2.77592
O 2.83152 -2.99218 -3.60920
O 3.71433 -0.74561 -3.15373
C 2.46168 0.06974 -3.01687
C 2.82559 1.27868 -1.97144
C 1.63548 2.38287 -1.74111
C 0.74460 2.73273 -3.07341
C -0.86247 2.30230 -2.92496
C -1.09897 0.68159 -2.84051
B -1.27426 0.11411 -1.27379
Br -2.23600 1.20864 0.16131
N -0.74519 -1.23734 -0.81441
C -1.86076 -2.14563 -0.34644
C -2.75916 -2.60432 -1.64008
C -1.78921 -3.19318 -2.86310
H 5.77998 -3.90893 -2.11807
H 5.19562 -4.35180 -0.18544
H 3.72291 -2.02811 -0.30474
H 1.58261 -0.63706 -2.66493
H 2.19659 0.41480 -4.10549
H 3.02089 0.77591 -0.90645
H 3.86715 1.74668 -2.29116
H 2.17817 3.39246 -1.40813
H 0.93074 2.10992 -0.81705
H 0.72377 3.92355 -3.15542
H 1.21815 2.36286 -4.09067
H -1.33725 2.92196 -2.05313
H -1.40759 2.66309 -3.92407
H -0.32362 0.05881 -3.46258
H -2.16036 0.47665 -3.34706
H -0.16751 -1.04808 0.04339
H -1.34821 -3.10333 0.12129
H -2.55590 -1.69635 0.48080
H -3.45840 -3.49184 -1.25883
H -3.49323 -1.77863 -2.04828
H -0.65001 -3.18410 -2.59498
H -1.98002 -2.54991 -3.84919
H -2.10991 -4.32332 -2.99263
C -3.31660 4.80460 1.73845
N -2.80679 5.40431 0.47588
O -2.25022 4.64586 -0.32660
O -2.97984 6.61943 0.32607
H -3.09682 3.73490 1.73552
H -2.80800 5.30045 2.56775
H -4.39436 4.97674 1.77338
C -0.71542 4.12146 4.61546
N -2.03520 3.96728 5.28483
O -3.04449 4.08966 4.58102
O -2.02065 3.72767 6.49778
H -0.87870 4.32826 3.55568
H -0.19767 4.95438 5.09552
H -0.16840 3.18541 4.74588
C -3.55773 0.86011 6.75207
N -3.18931 0.07230 5.54489
O -4.09740 -0.53721 4.96796
O -1.99899 0.08815 5.21057
H -4.63044 0.75599 6.92817
H -2.98826 0.45981 7.59334
H -3.29840 1.90275 6.55696
C -0.05150 -6.80925 -4.83902
N -1.37128 -6.96343 -4.16965
O -2.38057 -6.84105 -4.87346
O -1.35673 -7.20304 -2.95670
H -0.21478 -6.60245 -5.89880
H 0.46625 -5.97633 -4.35896
H 0.49551 -7.74530 -4.70860
C -0.83296 4.37040 9.64835
N -0.36844 2.96056 9.74952
O 0.83268 2.74473 9.55027
O -1.22268 2.11049 10.02619
H 0.01952 5.00645 9.40084
H -1.58753 4.41307 8.86025
H -1.25370 4.64905 10.61674
C 5.13224 -3.01512 -5.81854
N 6.35487 -3.85925 -5.89777
O 6.60997 -4.57864 -4.92494
O 7.02383 -3.77588 -6.93431
H 4.64451 -3.18894 -4.85705
H 5.44484 -1.97287 -5.90947
H 4.47665 -3.30655 -6.64176

(3)
120
Properties=species:S:1:pos:R:3 method="wB97M-V/def2-TZVPD" relative_energy_kcal_mol=97.7 e_homo_ev=-7.87 homo_lumo_gap_ev=7.897 smiles=c1cc[nH]c1.c1cc[nH]c1.c1cc[nH]c1.c1cc[nH]c1.c1cc[nH]c1.c1cc[nH]c1.CCCC#N.CCCC#N.CCCC#N.CCCC#N.CCCC#N
C 1.93732 5.67527 5.40706
C 3.16948 6.24124 6.16604
C 4.32908 6.34841 5.16207
C 5.43868 7.19829 5.62613
N 6.28659 7.90317 5.98544
H 1.51625 6.29530 4.61563
H 1.17887 5.45922 6.15950
H 2.08929 4.70314 4.93805
H 3.36042 5.56365 6.99820
H 3.03260 7.22697 6.61068
H 4.07315 6.52628 4.11758
H 4.81274 5.37381 5.22790
C -0.79969 5.69027 -5.39123
C -0.63992 7.04341 -4.75164
C 0.83846 7.38262 -4.66845
C 1.65066 6.59815 -3.66890
N 2.18294 5.93232 -2.91140
H -1.88181 5.70336 -5.52144
H -0.52561 4.83430 -4.77455
H -0.36843 5.57125 -6.38518
H -1.09538 7.05073 -3.76138
H -1.22453 7.76230 -5.32567
H 0.95965 8.41974 -4.35571
H 1.34534 7.17009 -5.60974
C 0.24295 -0.05583 -1.82285
C -0.17208 0.31802 -0.43915
C 0.65633 -0.23748 0.74618
C 0.85085 -1.66633 0.90455
N 1.00596 -2.80021 0.97864
H -0.47055 0.23475 -2.59395
H 0.41969 -1.12353 -1.95273
H 1.21290 0.37662 -2.06839
H -1.20182 -0.01175 -0.30134
H -0.22268 1.40607 -0.48020
H 0.16476 0.11650 1.65235
H 1.64841 0.21397 0.73777
C -2.03509 -0.49328 7.03132
C -0.77398 -1.17364 7.58033
C -0.08694 -0.34693 8.63725
C -0.85913 -0.46593 9.93432
N -1.42336 -0.53678 10.93314
H -2.59201 -0.27496 7.94251
H -2.70107 -1.09347 6.41138
H -2.02610 0.46422 6.51054
H -0.18013 -1.37754 6.68933
H -1.15207 -2.09506 8.02321
H 0.04096 0.69676 8.35013
H 0.95772 -0.64844 8.71389
C -3.62089 -7.36015 4.96105
C -4.43870 -6.23254 5.52568
C -5.45191 -5.57305 4.55029
C -4.90998 -5.01330 3.32089
N -4.44852 -4.50919 2.34284
H -3.06905 -7.76034 5.81159
H -2.88903 -7.14476 4.18253
H -4.24317 -8.22749 4.74060
H -3.76208 -5.42320 5.79999
H -5.00680 -6.57337 6.39124
H -6.00393 -4.77213 5.04212
H -6.11291 -6.36902 4.20735
N -5.89960 0.04302 -5.46081
C -6.97834 -0.01302 -4.62492
C -7.88558 0.99871 -4.98032
C -7.31946 1.58353 -6.17108
C -6.13049 0.99289 -6.43302
H -5.10450 -0.57860 -5.42222
H -6.98508 -0.85653 -3.95050
H -8.83133 1.22791 -4.51189
H -7.84392 2.31772 -6.76462
H -5.42209 1.13253 -7.23618
N 1.92055 0.85160 -9.30203
C 0.74344 1.08119 -10.02095
C -0.09332 0.08174 -9.62441
C 0.48568 -0.78866 -8.78601
C 1.76922 -0.28721 -8.57684
H 2.73333 1.45014 -9.26685
H 0.60471 1.91657 -10.69123
H -1.07809 0.04514 -10.06633
H 0.01129 -1.65869 -8.35659
H 2.57290 -0.57170 -7.91385
N 6.45493 -5.61988 -1.17371
C 5.69781 -4.96048 -2.11535
C 6.15661 -5.28980 -3.38594
C 7.09947 -6.27594 -3.25804
C 7.26909 -6.48915 -1.83878
H 6.31566 -5.52292 -0.17807
H 4.97152 -4.24051 -1.76816
H 5.76106 -4.90887 -4.31591
H 7.59742 -6.86580 -4.01335
H 7.89981 -7.18609 -1.30693
N -1.49272 -8.16597 -1.35170
C -0.66542 -8.92860 -2.15352
C -1.37577 -9.84970 -2.78557
C -2.73585 -9.75916 -2.32268
C -2.73464 -8.58554 -1.55569
H -1.23466 -7.42209 -0.71913
H 0.36815 -8.62112 -2.09362
H -1.02305 -10.66967 -3.39356
H -3.43082 -10.54765 -2.57108
H -3.56272 -7.98451 -1.21009
N 9.03617 3.39321 2.52983
C 8.00836 3.71602 1.60676
C 7.16925 2.64507 1.49261
C 7.74081 1.61520 2.33791
C 8.85791 2.14135 3.01003
H 9.75567 4.06427 2.75808
H 7.93367 4.68563 1.13700
H 6.25857 2.58068 0.91563
H 7.29779 0.63093 2.37455
H 9.52734 1.73550 3.75405
N -5.40632 3.70966 0.27527
C -4.68799 4.82937 -0.00260
C -4.31817 5.33338 1.27266
C -4.67061 4.47130 2.28720
C -5.36941 3.46896 1.63667
H -5.89147 3.11442 -0.38079
H -4.60479 5.24838 -0.99452
H -3.83768 6.29401 1.38542
H -4.47133 4.45594 3.34854
H -5.94532 2.65107 2.04386